(1)
The following is a quantum chemistry calculation of a structure of composition C2H6CaO2, from the Open Molecules 2025 dataset.

**Expectation value of S²**: 0.75
**HOMO level (alpha / beta)**: -10.04 / -15.27 eV
**Total charge**: +1
**2S+1**: 2
**ΔE to the lowest compared entry with this formula, charge and spin**: 324.93 kJ/mol

Each line ends with the Löwdin charge.
Cartesian coordinates (Å):
C 0.505811 1.395443 -0.520369  -0.059
C 0.336272 -0.104392 -0.492254  -0.238
O -0.068646 -0.442772 0.846285  -0.244
H 1.072972 1.658745 -1.422266  0.095
H -0.465308 1.905752 -0.560308  0.089
H 1.065438 1.745176 0.356813  0.092
H 1.278134 -0.629682 -0.701538  0.125
H -0.440720 -0.445296 -1.191013  0.132
H -1.684173 -0.523706 1.113111  0.206
Ca -0.446329 -3.203840 1.803942  1.160
O -1.153450 -1.355427 0.767596  -0.359

Cartesian forces, eV/Å:
0.096 0.265 -0.262
0.398 0.217 -0.601
2.371 0.119 -0.014
-0.138 0.057 0.237
0.273 -0.114 0.075
-0.099 -0.093 -0.263
-0.240 0.074 0.006
0.269 0.094 0.244
-0.370 -3.183 -0.887
0.274 -0.451 0.297
-2.835 3.014 1.167


(2)
The following is a quantum chemistry calculation of a cluster of 2 separate species, C2H6Cl in total, from the Open Molecules 2025 dataset.

**HOMO level**: -3.53 eV
**Total charge**: -1
**2S+1**: 1
**ΔE to the lowest compared entry with this formula, charge and spin**: 0.00 kJ/mol

Each line ends with the Löwdin charge.
Cartesian coordinates (Å):
C 0.188898 -0.716635 0.366155  -0.199
C -0.048662 0.043465 -0.941404  -0.198
H -0.528052 -1.549465 0.460935  0.053
H 0.061298 -0.042565 1.229845  0.013
H 1.211798 -1.128605 0.389495  0.053
H 0.078938 -0.630605 -1.805094  0.047
H -1.071561 0.455435 -0.964745  0.062
H 0.668288 0.876304 -1.036185  0.062
Cl -0.560941 2.692674 2.300994  -0.893

Cartesian forces, eV/Å:
-0.012 0.072 0.142
-0.001 0.002 -0.005
0.275 0.207 0.029
0.035 -0.200 -0.319
-0.335 0.059 0.054
-0.055 0.253 0.151
0.457 -0.059 -0.023
-0.380 -0.262 0.011
0.016 -0.072 -0.040


(3)
The following is a quantum chemistry calculation of a cluster of 2 separate species, C2H6Cl2OSi in total, from the Open Molecules 2025 dataset.

**HOMO level**: -8.37 eV
**2S+1**: 1
**ΔE to the lowest compared entry with this formula, charge and spin**: 411.87 kJ/mol
**Structure (SMILES)**: C=[Si](Cl)Cl.CO

Each line ends with the Löwdin charge.
Cartesian coordinates (Å):
C -0.122097 0.797511 2.322422  -0.220
C -0.478878 -0.940786 -2.932811  -0.274
O -0.959840 1.516777 1.510501  -0.117
Si 0.780950 -1.255251 -1.718265  -0.261
Cl 1.484305 0.252313 -0.688251  0.382
Cl 1.527861 -2.947506 -0.913471  0.295
H 0.739518 1.371949 2.536873  0.071
H 0.237023 0.025120 1.773910  -0.001
H -0.566831 0.392436 3.250933  0.095
H -0.745018 0.064438 -3.351768  -0.009
H -0.786216 -1.720079 -3.592754  -0.064
H -1.110776 2.443077 1.802679  0.104

Cartesian forces, eV/Å:
-0.495 1.117 2.200
1.707 0.323 1.047
-1.787 1.706 -0.958
-2.520 0.235 -2.608
0.686 1.255 0.831
-0.194 -0.244 -0.204
1.109 0.693 0.804
0.826 -2.659 -1.641
-0.030 0.341 -0.274
0.578 -0.859 0.962
-0.218 -0.701 -0.127
0.339 -1.208 -0.033


(4)
The following is a quantum chemistry calculation of a cluster of 2 separate species, C2H6Cl2OSi in total, from the Open Molecules 2025 dataset.

**HOMO level**: -7.09 eV
**2S+1**: 1
**ΔE to the lowest compared entry with this formula, charge and spin**: 629.41 kJ/mol

Each line ends with the Löwdin charge.
Cartesian coordinates (Å):
C -1.489311 0.623320 -0.282569  -0.237
C 1.920602 0.452190 -0.704629  -1.213
O -0.758816 -0.858612 1.851686  -0.204
Si -0.672437 -0.917795 0.149664  0.737
Cl 2.065949 1.642248 0.582803  0.419
Cl 3.153338 -0.736798 -0.726084  0.430
H -2.562922 0.311858 -0.618914  0.080
H -1.521284 1.201467 0.612056  0.028
H -0.878605 1.219448 -0.872714  -0.007
H 1.937781 0.854488 -1.697456  -0.043
H -0.705263 -1.666663 2.364604  0.044
H -0.489031 -2.125152 -0.658445  -0.034

Cartesian forces, eV/Å:
-3.109 -1.640 0.004
-2.628 -1.384 0.878
-0.046 -0.844 -2.055
3.105 1.991 1.592
0.191 0.246 -0.180
1.217 -0.901 0.289
1.756 1.322 0.186
-0.482 0.136 1.036
0.568 0.747 -2.037
-0.392 0.788 -0.149
0.224 -0.177 0.119
-0.404 -0.284 0.316


(5)
The following is a quantum chemistry calculation of a structure of composition C2H6ClMgO, from the Open Molecules 2025 dataset.

**Expectation value of S²**: 0.75
**HOMO level (alpha / beta)**: -19.92 / -19.91 eV
**Total charge**: +2
**2S+1**: 2

Each line ends with the Löwdin charge.
Cartesian coordinates (Å):
Mg 1.052587 -22.171568 11.982842  1.199
Cl 0.801001 -20.150066 11.019944  0.026
C -0.108294 -21.079834 7.094337  0.032
C -1.134521 -20.306795 7.969046  -0.147
O -0.616327 -19.022123 8.287151  0.259
H -0.455689 -22.068553 6.794600  0.122
H 0.884197 -21.048401 7.543880  0.091
H 0.062751 -20.421361 6.242711  0.110
H -1.202828 -20.840368 8.917064  0.115
H -2.087324 -20.282209 7.440210  0.165
H -0.130344 -19.177074 9.100420  0.028

Cartesian forces, eV/Å:
0.009 1.029 -0.216
0.089 -1.184 0.436
1.861 1.001 -1.124
-0.639 0.799 1.153
-1.558 -1.649 -1.734
-0.251 0.174 0.362
-0.166 -0.613 0.465
-0.459 -0.286 -0.436
-0.043 -0.206 0.126
0.147 0.655 -0.215
1.010 0.281 1.184


(6)
The following is a quantum chemistry calculation of a structure of composition C2H6ClN3, from the Open Molecules 2025 dataset.

**Expectation value of S²**: 2.01
**HOMO level (alpha / beta)**: -6.19 / -10.40 eV
**2S+1**: 3
**ΔE to the lowest compared entry with this formula, charge and spin**: 0.00 kJ/mol

Each line ends with the Löwdin charge.
Cartesian coordinates (Å):
C 0.578760 0.712438 -0.172326  -0.062
C -0.283418 -0.247485 0.715215  -0.369
N 0.567374 -2.317674 -0.414440  -0.088
N -0.553531 -1.818555 -0.336903  -0.084
N -1.547882 0.276208 0.929094  -0.361
Cl -2.634985 -0.992389 1.699625  0.501
H 0.802123 0.366329 -1.117983  0.024
H 1.630855 0.889743 0.208092  0.103
H -0.071818 1.528321 -0.507748  0.075
H 0.192782 -0.754558 1.557363  0.107
H 0.681712 -2.945427 -1.243496  0.070
H -1.998882 0.538092 0.035560  0.086

Cartesian forces, eV/Å:
-0.248 -0.111 1.907
0.495 -0.033 -2.392
0.252 -2.067 -1.145
-0.036 1.868 1.669
-1.062 -1.147 0.590
0.906 1.404 -0.768
0.310 -1.999 -1.968
-1.646 0.565 0.201
0.591 0.748 1.004
-0.298 0.260 -0.234
0.542 0.811 0.394
0.196 -0.299 0.741


(7)
The following is a quantum chemistry calculation of the molecule C2H6ClN3S, from the Open Molecules 2025 dataset.

**HOMO level**: -8.45 eV
**2S+1**: 1
**ΔE to the lowest compared entry with this formula, charge and spin**: 197.94 kJ/mol
**Structure (SMILES)**: N/N=C(/CCl)NS

Each line ends with the Löwdin charge.
Cartesian coordinates (Å):
C -0.061277 0.596308 0.231426  -0.506
C -1.609418 0.749464 0.312956  -0.694
H 2.112931 2.445610 -0.727093  0.065
H 2.415892 0.781303 -0.317602  0.024
H -1.560603 1.645034 -0.634158  0.154
H -2.046760 1.041326 1.304048  0.073
H 0.260505 -1.230950 1.648118  0.138
H 0.810803 -1.736495 -1.137555  -0.074
N 1.878956 1.697268 -0.133412  -0.014
N 0.563791 1.637800 -0.157506  -0.062
N 0.650881 -0.540693 0.845938  -0.400
S 1.840359 -1.385681 -0.176574  0.683
Cl -2.533514 -0.494717 -0.262471  0.612

Cartesian forces, eV/Å:
-0.188 -1.295 2.412
2.903 4.876 -1.953
0.982 0.750 -0.681
-1.094 1.971 0.311
-1.022 -2.015 3.427
0.877 0.261 -0.972
0.652 2.589 -2.955
1.895 0.189 1.023
2.209 -1.867 0.368
-2.067 -1.046 -0.407
-0.072 -1.507 1.031
-3.420 0.094 -0.454
-1.655 -3.000 -1.149


(8)
The following is a quantum chemistry calculation of a structure of composition C2H6CsN2O3P, from the Open Molecules 2025 dataset.

**HOMO level**: -7.26 eV
**2S+1**: 1

Each line ends with the Löwdin charge.
Cartesian coordinates (Å):
N 2.235724 -0.285919 0.557058  -0.190
P 0.936560 0.497363 -0.358491  0.885
O 1.406417 2.094408 -0.777463  -0.320
N -0.513104 0.639318 0.695473  -0.540
C -1.634948 0.138749 -0.217453  -0.236
C -1.200884 -1.328042 -0.626639  -0.760
O -0.861107 -2.169678 0.256585  -0.110
O -1.151637 -1.645487 -1.882433  -0.109
H 2.043379 -1.293625 0.432573  0.035
H 3.070305 -0.090614 -0.016075  0.027
H 1.697817 1.992423 -1.704939  0.034
H -0.416629 -0.008451 1.516451  -0.248
H -1.537610 0.761132 -1.154874  0.109
H -2.666439 0.200908 0.257593  0.100
Cs -1.407843 0.497515 3.022635  1.324

Cartesian forces, eV/Å:
-0.541 0.961 0.098
-0.211 -0.659 -2.651
0.182 -1.115 1.326
1.491 -0.015 -0.572
1.134 -0.446 -0.534
0.029 -2.980 -3.669
-0.305 1.912 1.197
-0.811 2.031 2.964
-0.061 0.571 0.070
-0.354 -0.079 0.484
-0.355 0.053 0.597
1.856 -0.343 -4.749
-0.603 -0.593 1.133
1.239 0.027 -0.473
-2.689 0.674 4.782


(9)
The following is a quantum chemistry calculation of a structure of composition C2H6CsO, from the Open Molecules 2025 dataset.

**HOMO level**: -12.40 eV
**Total charge**: +1
**2S+1**: 1
**ΔE to the lowest compared entry with this formula, charge and spin**: 81.70 kJ/mol

Each line ends with the Löwdin charge.
Cartesian coordinates (Å):
Cs 5.327650 2.571282 0.479395  0.987
C -0.122120 0.171882 -0.689695  -0.104
C -1.079550 -0.775218 0.033635  -0.305
O -1.374390 -0.146838 1.273365  -0.076
H 0.122930 -0.119928 -1.710915  0.069
H 0.794910 0.202342 -0.101285  0.055
H -0.448430 1.208462 -0.774175  0.072
H -0.545100 -1.714528 0.175635  0.110
H -1.981910 -0.932528 -0.557215  0.115
H -0.693990 -0.464928 1.871255  0.078

Cartesian forces, eV/Å:
-0.013 0.008 -0.005
0.377 0.055 -0.464
0.699 1.183 -0.657
-0.275 -0.606 0.213
0.068 -0.359 -0.006
0.272 -0.019 -0.063
-0.521 -0.116 0.281
-0.329 -0.260 0.025
-0.111 -0.037 0.335
-0.167 0.152 0.341


(10)
The following is a quantum chemistry calculation of the molecule C2H6F2N2, from the Open Molecules 2025 dataset.

**HOMO level**: -9.35 eV
**2S+1**: 1
**ΔE to the lowest compared entry with this formula, charge and spin**: 494.15 kJ/mol
**Structure (SMILES)**: CC(NF)NF

Each line ends with the Löwdin charge.
Cartesian coordinates (Å):
C -0.196333 -0.273517 1.360309  -0.056
C 0.138167 -0.223182 -0.172951  -0.254
N -0.819221 -0.369537 -1.177613  -0.001
N 0.989089 1.375702 -0.457727  0.018
F -2.056676 0.066555 -0.668689  -0.075
F 2.311430 0.993827 -0.841677  -0.187
H -0.351516 -1.320895 1.532738  0.057
H -1.123648 0.163505 1.709137  0.061
H 0.630528 0.150711 2.003429  0.097
H 0.922792 -1.019211 -0.443333  0.153
H -0.945028 -1.269811 -1.504918  0.095
H 0.500417 1.725853 -1.338707  0.092

Cartesian forces, eV/Å:
0.714 0.296 -0.698
3.374 1.981 0.264
-0.176 2.739 1.002
-2.144 -2.488 0.321
-0.371 -0.171 -0.340
-0.653 0.154 -0.350
0.273 -0.739 0.540
-0.133 0.579 -0.581
-0.743 -0.685 -1.073
-0.696 1.530 0.544
-0.624 -2.302 -0.493
1.179 -0.893 0.863


Number 1: M 102.1 g/mol. Number 2: M 65.5 g/mol. Number 3: M 145.1 g/mol. Number 4: M 145.1 g/mol. Number 5: M 105.8 g/mol. Number 6: M 107.5 g/mol. Number 7: M 139.6 g/mol. Number 8: M 270.0 g/mol. Number 9: M 179.0 g/mol. Number 10: M 96.1 g/mol.